ORCA calculation (ωB97M-V/def2-TZVPD) on a gas-phase ion, C3H8N2OP (charge +1) in a non-equilibrium geometry.

As for the SMILES: CC/[NH+]=C(\P)N=O. The energy relative to the best compared isomer or geometry (same formula, charge and spin) is 408.6 kJ/mol. The value obtained for the orbital gap (alpha / beta) is 7.85 / 7.85 eV. Its charge is +1. For the HOMO energy (alpha / beta), the calculation gives -0.5273 / -0.5273 Ha. Its LUMO energy (alpha / beta) is -6.496 / -6.494 eV. The strongest force on any atom comes out at 3.03 eV/A.

Last columns: bonded neighbours and bond lengths (Å).
Positions of all 15 atoms, in Å:
1 C 1.232 0.214 0.027  N4 1.258, N5 1.319, P7 1.921
2 C -2.138 0.330 -0.672  C3 1.522, H8 1.087, H9 1.087, H10 1.086
3 C -1.192 0.058 0.489  C2 1.522, N5 1.451, H11 1.095, H12 1.093
4 N 2.398 0.668 0.163  C1 1.258, O6 1.181
5 N 0.066 0.760 0.311  C1 1.319, C3 1.451, H13 1.014
6 O 3.459 0.936 -0.281  N4 1.181
7 P 1.410 -1.696 -0.069  C1 1.921, H14 1.399, H15 1.401
8 H -2.352 1.392 -0.759  C2 1.087
9 H -1.712 -0.020 -1.609  C2 1.087
10 H -3.076 -0.190 -0.506  C2 1.086
11 H -0.991 -1.014 0.575  C3 1.095
12 H -1.637 0.402 1.426  C3 1.093
13 H -0.010 1.771 0.271  N5 1.014
14 H 2.697 -1.728 -0.617  P7 1.399
15 H 1.846 -1.883 1.250  P7 1.401